1.
{"formula": "C22H28N4O5", "method": "wB97M-V/def2-TZVPD", "fmax_ev_per_a": 0.8, "homo_energy_ha": -0.275, "e_above_lowest_kj_mol": 234.1, "symbols": ["C", "C", "H", "H", "O", "C", "O", "N", "C", "H", "C", "N", "C", "C", "N", "C", "H", "H", "C", "N", "C", "C", "C", "C", "C", "C", "H", "H", "O", "C", "H", "H", "H", "H", "H", "C", "H", "C", "H", "H", "H", "H", "H", "C", "O", "C", "O", "C", "H", "C", "H", "H", "H", "H", "H", "H", "H", "H", "H"], "xyz": [[-7.107, -0.084, -1.061], [-6.479, -0.006, 0.323], [-6.674, 0.975, 0.770], [-6.860, -0.795, 0.975], [-5.070, -0.223, 0.277], [-4.322, 0.844, -0.074], [-4.765, 1.950, -0.278], [-3.007, 0.529, -0.198], [-2.047, 1.592, -0.387], [-2.591, 2.497, -0.661], [-1.260, 1.795, 0.916], [-0.649, 0.544, 1.295], [0.662, 0.295, 1.375], [1.885, 0.948, 1.149], [2.338, 2.072, 0.544], [1.721, 2.623, -0.651], [0.761, 2.138, -0.813], [1.568, 3.700, -0.520], [2.646, 2.349, -1.865], [3.385, 1.126, -1.635], [2.631, -0.056, -1.547], [1.359, -0.148, -2.126], [0.583, -1.278, -1.987], [1.033, -2.373, -1.255], [2.333, -2.338, -0.769], [3.115, -1.209, -0.927], [4.118, -1.253, -0.537], [2.752, -3.181, -0.245], [0.151, -3.400, -1.088], [0.505, -4.422, -0.181], [0.763, -4.006, 0.797], [1.339, -5.022, -0.559], [-0.377, -5.053, -0.091], [-0.394, -1.325, -2.446], [0.952, 0.663, -2.708], [4.394, 1.405, -0.626], [5.205, 1.965, -1.103], [3.781, 2.241, 0.530], [4.190, 1.919, 1.485], [3.982, 3.308, 0.398], [4.807, 0.484, -0.228], [3.376, 3.153, -1.983], [2.070, 2.297, -2.788], [2.635, -0.113, 1.844], [3.769, -0.234, 2.253], [1.350, -0.888, 1.920], [1.008, -2.027, 2.169], [-1.610, -0.519, 1.505], [-1.086, -1.436, 1.772], [-2.423, -0.727, 0.221], [-3.213, -1.456, 0.384], [-1.758, -1.087, -0.571], [-2.283, -0.234, 2.322], [-0.506, 2.574, 0.820], [-1.965, 2.091, 1.704], [-1.368, 1.306, -1.198], [-6.874, -1.039, -1.527], [-8.185, 0.018, -0.977], [-6.723, 0.719, -1.685]], "forces_ev_per_angstrom": [[0.328, 0.010, 0.272], [-0.504, 0.232, -0.059], [0.016, -0.210, 0.005], [0.055, 0.118, -0.045], [0.312, -0.059, -0.035], [0.066, -0.119, -0.070], [-0.341, 0.298, 0.014], [0.034, -0.123, -0.061], [-0.038, 0.435, 0.135], [0.120, -0.097, -0.008], [-0.074, 0.203, -0.399], [0.297, -0.045, 0.021], [0.091, 0.432, 0.223], [-0.349, -0.102, -0.067], [-0.143, -0.045, 0.291], [-0.122, 0.126, -0.162], [0.000, 0.056, 0.040], [-0.090, -0.054, -0.072], [-0.134, -0.075, 0.027], [0.185, 0.174, -0.291], [-0.039, -0.343, -0.126], [0.108, 0.097, -0.011], [-0.018, -0.333, 0.148], [-0.019, 0.170, -0.093], [-0.240, -0.241, -0.051], [0.099, 0.182, -0.145], [0.060, 0.046, 0.078], [0.009, -0.097, 0.096], [-0.054, 0.280, -0.231], [0.076, -0.176, 0.221], [0.000, -0.036, -0.057], [-0.024, 0.009, -0.001], [0.084, -0.012, 0.011], [-0.114, -0.003, -0.036], [-0.015, 0.116, -0.018], [0.158, 0.037, 0.118], [0.007, -0.059, 0.098], [0.326, 0.014, 0.053], [0.018, 0.090, -0.068], [0.025, -0.037, 0.022], [0.019, 0.060, -0.012], [-0.065, -0.031, -0.033], [0.018, 0.109, 0.020], [0.407, 0.210, 0.373], [-0.128, -0.117, -0.190], [-0.255, -0.704, -0.164], [0.149, 0.327, 0.204], [-0.307, -0.488, -0.224], [-0.024, 0.077, 0.022], [0.027, -0.285, 0.336], [0.129, 0.013, -0.046], [-0.038, -0.035, 0.088], [0.011, -0.028, -0.024], [-0.017, -0.013, 0.026], [0.074, 0.031, -0.045], [0.037, 0.050, 0.040], [-0.035, -0.091, -0.055], [-0.137, 0.002, -0.021], [-0.023, 0.051, -0.062]], "nbo_charge": [-0.64, -0.07, 0.20, 0.19, -0.53, 0.90, -0.67, -0.46, -0.23, 0.25, -0.22, -0.40, 0.14, 0.13, -0.41, -0.24, 0.21, 0.20, -0.23, -0.45, 0.23, -0.30, -0.26, 0.34, -0.28, -0.28, 0.22, 0.23, -0.52, -0.26, 0.21, 0.17, 0.19, 0.22, 0.21, -0.23, 0.20, -0.25, 0.25, 0.19, 0.22, 0.21, 0.21, 0.43, -0.59, 0.44, -0.59, -0.24, 0.26, -0.22, 0.24, 0.21, 0.19, 0.22, 0.21, 0.19, 0.21, 0.22, 0.22]}

=====

2.
{"formula": "C22H29BrN2O2PPd", "method": "wB97M-V/def2-TZVPD", "fmax_ev_per_a": 0.6, "homo_energy_ha": -0.399, "e_above_lowest_kj_mol": 0.0, "total_charge": 1, "symbols": ["Pd", "O", "C", "C", "C", "C", "C", "C", "C", "O", "N", "N", "C", "C", "Br", "C", "C", "C", "C", "C", "C", "C", "H", "H", "H", "H", "H", "H", "H", "H", "H", "H", "H", "H", "H", "H", "C", "C", "P", "C", "C", "C", "C", "H", "H", "H", "H", "H", "H", "H", "H", "H", "H", "H", "H", "H", "H", "H"], "xyz": [[1.228, -0.134, 0.906], [0.905, -4.771, -0.069], [2.212, -4.510, 0.223], [2.949, -5.509, 0.841], [4.257, -5.260, 1.225], [4.831, -4.015, 1.007], [4.096, -3.030, 0.363], [2.796, -3.274, -0.063], [1.923, -2.248, -0.751], [0.867, -1.867, 0.086], [2.726, -1.090, -1.199], [2.403, 0.124, -0.751], [3.038, 1.199, -1.038], [2.779, 2.438, -0.327], [1.596, 2.281, 1.208], [3.313, 3.638, -0.547], [4.177, 3.976, -1.690], [3.880, 3.553, -2.986], [4.717, 3.890, -4.038], [5.854, 4.651, -3.806], [6.144, 5.093, -2.522], [5.304, 4.768, -1.470], [0.417, -3.940, -0.142], [2.476, -6.463, 1.030], [4.828, -6.041, 1.711], [5.847, -3.817, 1.321], [4.547, -2.065, 0.167], [1.462, -2.693, -1.643], [3.365, -1.179, -1.976], [3.849, 1.201, -1.762], [3.120, 4.429, 0.170], [2.971, 2.996, -3.176], [4.472, 3.572, -5.043], [6.505, 4.915, -4.628], [7.021, 5.698, -2.342], [5.526, 5.121, -0.470], [-2.053, 0.669, 2.827], [-0.767, 0.519, 3.639], [0.382, -0.691, 2.924], [-0.450, -2.299, 2.860], [-0.822, -2.935, 4.197], [1.823, -0.798, 4.040], [1.545, -0.718, 5.543], [-2.708, 1.403, 3.293], [-2.601, -0.271, 2.769], [-1.844, 1.000, 1.808], [-0.986, 0.227, 4.669], [-0.228, 1.469, 3.693], [0.211, -2.942, 2.275], [-1.333, -2.149, 2.235], [0.062, -3.195, 4.778], [-1.375, -3.856, 4.018], [-1.455, -2.284, 4.803], [2.494, 0.013, 3.748], [2.337, -1.725, 3.770], [1.108, 0.243, 5.814], [2.481, -0.816, 6.090], [0.875, -1.503, 5.886]], "forces_ev_per_angstrom": [[-0.249, 0.410, 0.172], [0.028, -0.047, -0.051], [-0.070, 0.021, 0.122], [0.000, -0.021, 0.018], [0.006, 0.010, -0.005], [-0.001, 0.002, -0.020], [0.047, -0.070, -0.106], [0.007, 0.104, 0.054], [0.028, 0.012, 0.091], [0.132, -0.028, -0.113], [-0.275, 0.026, -0.231], [0.334, -0.357, 0.296], [-0.049, 0.029, -0.104], [-0.086, -0.013, -0.041], [0.164, 0.022, 0.044], [0.006, 0.035, -0.035], [0.001, -0.007, 0.011], [-0.009, -0.015, 0.008], [0.008, 0.006, 0.001], [-0.004, -0.005, 0.000], [-0.002, 0.000, -0.001], [-0.005, 0.017, 0.005], [0.003, 0.051, 0.030], [0.007, 0.008, 0.001], [-0.006, 0.002, -0.003], [-0.006, -0.001, 0.003], [-0.003, 0.001, 0.014], [0.108, -0.044, -0.044], [-0.025, 0.043, -0.028], [-0.027, 0.019, -0.025], [0.008, -0.005, -0.001], [0.004, 0.004, -0.005], [0.001, -0.001, 0.001], [-0.004, 0.000, 0.002], [0.000, -0.002, 0.000], [0.003, -0.002, -0.005], [0.021, 0.023, -0.012], [-0.030, 0.016, -0.010], [-0.022, -0.184, -0.097], [-0.028, -0.002, -0.014], [-0.020, -0.010, -0.019], [-0.031, 0.008, 0.044], [0.011, 0.015, -0.021], [0.005, 0.009, -0.008], [-0.008, 0.006, 0.013], [0.004, -0.014, -0.001], [-0.007, -0.030, -0.004], [-0.010, 0.005, 0.044], [0.026, -0.020, 0.040], [0.007, -0.007, -0.020], [-0.001, -0.006, -0.005], [-0.010, 0.006, 0.009], [0.011, 0.003, 0.002], [0.012, -0.006, -0.017], [0.000, -0.011, 0.014], [0.004, -0.001, 0.004], [-0.003, -0.006, 0.003], [-0.005, 0.005, -0.001]], "nbo_charge": [0.60, -0.69, 0.39, -0.28, -0.18, -0.24, -0.19, -0.18, 0.22, -0.77, -0.42, -0.24, -0.04, -0.10, 0.18, -0.17, -0.02, -0.23, -0.19, -0.19, -0.19, -0.21, 0.50, 0.23, 0.22, 0.22, 0.21, 0.18, 0.40, 0.23, 0.24, 0.22, 0.23, 0.23, 0.23, 0.22, -0.61, -0.74, 1.15, -0.74, -0.61, -0.74, -0.61, 0.24, 0.22, 0.22, 0.25, 0.24, 0.27, 0.25, 0.21, 0.24, 0.21, 0.24, 0.26, 0.21, 0.24, 0.22]}

=====

3.
{"formula": "C22H29Cl3CoF5GeN4O3SSiTe", "method": "wB97M-V/def2-TZVPD", "s_squared": 2.011, "multiplicity": 3, "fmax_ev_per_a": 0.3, "homo_energy_ha": [-0.281, -0.249], "e_above_lowest_kj_mol": 2.6, "symbols": ["Co", "C", "O", "C", "O", "N", "N", "H", "H", "H", "H", "H", "H", "Cl", "Si", "Cl", "Cl", "C", "N", "C", "S", "N", "C", "H", "H", "H", "H", "H", "H", "H", "H", "F", "Te", "F", "F", "F", "F", "O", "C", "Ge", "C", "C", "C", "C", "C", "C", "C", "C", "C", "C", "C", "C", "C", "C", "C", "C", "H", "H", "H", "H", "H", "H", "H", "H", "H", "H", "H", "H", "H", "H", "H"], "xyz": [[-1.445, 0.238, -1.425], [-2.947, -0.085, 3.545], [-2.092, 0.662, 2.675], [-1.927, 0.278, 1.405], [-1.497, 1.071, 0.594], [-2.308, -1.002, 1.104], [-2.065, -1.440, -0.212], [-3.068, 0.532, 4.430], [-2.492, -1.033, 3.834], [-3.917, -0.255, 3.079], [-2.280, -1.702, 1.832], [-2.928, -1.781, -0.620], [-1.385, -2.198, -0.215], [3.087, 0.888, -3.155], [1.275, 0.777, -4.086], [-0.045, 1.821, -2.863], [1.378, 1.824, -5.829], [-2.310, 0.820, -6.009], [-2.807, 0.563, -4.668], [-3.449, 1.413, -3.877], [-3.470, 1.244, -2.182], [-4.112, 2.472, -4.419], [-4.949, 2.383, -5.611], [-1.361, 0.296, -6.115], [-2.135, 1.887, -6.151], [-2.989, 0.455, -6.782], [-2.416, -0.248, -4.195], [-4.497, 3.054, -3.691], [-4.392, 2.032, -6.471], [-5.318, 3.380, -5.840], [-5.802, 1.718, -5.453], [-0.308, -3.636, -1.757], [0.348, -2.117, -2.840], [0.817, -0.299, -0.434], [-0.028, -3.188, -4.305], [2.105, -2.918, -2.960], [-1.615, -1.626, -3.076], [0.783, -0.710, -4.326], [3.487, -1.431, -0.064], [1.989, -0.648, 0.869], [0.980, -1.887, 1.975], [0.546, -3.098, 1.432], [-0.248, -3.962, 2.175], [-0.586, -3.639, 3.484], [-0.136, -2.450, 4.043], [0.630, -1.571, 3.287], [2.247, 1.068, 1.719], [1.587, 2.160, 1.219], [1.742, 3.433, 1.813], [2.554, 3.591, 2.896], [3.252, 2.487, 3.447], [4.093, 2.630, 4.578], [4.753, 1.556, 5.102], [4.603, 0.281, 4.516], [3.800, 0.117, 3.423], [3.100, 1.211, 2.854], [4.246, -1.764, 0.644], [3.924, -0.688, -0.729], [3.161, -2.281, -0.664], [0.808, -3.377, 0.417], [-0.587, -4.891, 1.735], [-1.188, -4.321, 4.072], [-0.381, -2.206, 5.069], [0.957, -0.633, 3.724], [0.926, 2.053, 0.368], [1.207, 4.278, 1.401], [2.676, 4.564, 3.356], [4.202, 3.612, 5.022], [5.393, 1.677, 5.966], [5.128, -0.568, 4.935], [3.695, -0.873, 2.990]], "forces_ev_per_angstrom": [[-0.114, -0.090, -0.094], [0.019, 0.011, -0.016], [-0.008, -0.008, 0.007], [-0.005, 0.046, -0.015], [0.014, -0.001, 0.039], [0.009, -0.029, 0.016], [-0.005, -0.006, 0.031], [0.001, -0.005, -0.001], [0.029, -0.034, 0.014], [0.002, -0.006, 0.001], [-0.007, 0.011, 0.003], [0.016, -0.008, -0.015], [0.020, 0.005, -0.010], [0.014, 0.017, -0.006], [-0.038, -0.111, 0.003], [0.047, 0.022, -0.027], [0.012, 0.025, -0.016], [0.012, -0.016, -0.023], [0.131, -0.276, 0.037], [-0.156, 0.105, 0.217], [0.026, -0.017, -0.077], [0.049, -0.037, -0.036], [-0.008, -0.009, 0.019], [-0.002, 0.013, -0.005], [0.000, -0.004, 0.013], [-0.005, 0.005, 0.006], [0.027, 0.041, 0.078], [0.022, 0.014, 0.000], [0.030, 0.005, -0.032], [-0.006, -0.004, 0.012], [0.010, -0.010, -0.003], [0.026, 0.050, -0.009], [-0.104, -0.097, 0.103], [0.046, 0.051, -0.002], [-0.007, 0.010, -0.002], [0.030, -0.033, -0.022], [0.004, 0.231, -0.100], [-0.002, 0.129, 0.003], [-0.003, -0.015, -0.007], [-0.040, 0.000, -0.031], [-0.004, 0.002, -0.025], [-0.030, 0.004, 0.009], [-0.008, -0.005, 0.004], [0.001, 0.005, -0.004], [-0.028, 0.022, 0.000], [-0.006, 0.005, 0.000], [0.012, -0.005, -0.002], [-0.003, -0.003, 0.014], [-0.003, 0.002, -0.006], [0.004, 0.002, 0.001], [-0.003, -0.003, -0.002], [0.002, 0.002, 0.001], [0.000, 0.001, 0.002], [0.001, 0.002, -0.002], [0.006, -0.001, 0.002], [-0.002, 0.008, 0.001], [-0.001, -0.004, 0.004], [0.003, -0.002, 0.007], [-0.001, 0.001, 0.000], [0.000, -0.003, -0.038], [0.001, -0.002, 0.000], [0.000, 0.000, 0.001], [-0.006, 0.003, -0.004], [-0.007, -0.004, -0.003], [-0.012, -0.005, -0.008], [0.001, 0.001, -0.001], [-0.001, 0.000, 0.001], [0.000, 0.001, -0.001], [0.000, 0.000, 0.000], [0.001, 0.000, -0.001], [0.001, 0.003, -0.002]], "lowdin_spin": [1.92, 0.00, 0.00, 0.00, 0.01, 0.00, 0.01, 0.00, 0.00, 0.00, 0.00, 0.00, 0.00, 0.00, 0.00, 0.01, 0.00, 0.00, 0.00, 0.00, 0.01, 0.00, 0.00, 0.00, 0.00, 0.00, 0.00, 0.00, 0.00, 0.00, 0.00, 0.00, 0.00, 0.01, 0.00, 0.00, 0.02, 0.00, 0.00, 0.00, 0.00, 0.00, 0.00, 0.00, 0.00, 0.00, 0.00, 0.00, 0.00, 0.00, 0.00, 0.00, 0.00, 0.00, 0.00, 0.00, 0.00, 0.00, 0.00, 0.00, 0.00, 0.00, 0.00, 0.00, 0.00, 0.00, 0.00, 0.00, 0.00, 0.00, 0.00]}